Here is a cluster of 16 separate species, C48H96O16 in total in a non-equilibrium geometry from the OMol25 dataset. Energies are from ωB97M-V/def2-TZVPD.

```
160
Properties=species:S:1:pos:R:3:forces:R:3:lowdin_charge:R:1
C 10.472 -19.502 0.777 1.6 -0.8 1.9 -0.02
C 9.895 -18.331 1.448 -0.8 1.1 -0.1 -0.52
O 10.520 -17.304 1.523 0.2 0.7 0.3 0.06
C 8.498 -18.461 2.031 0.0 0.0 0.5 0.00
H 9.923 -19.828 -0.053 -0.9 -0.5 -1.3 0.05
H 10.413 -20.287 1.569 0.2 0.1 -0.8 0.09
H 11.531 -19.291 0.540 -0.6 -0.2 0.0 0.10
H 8.390 -19.482 2.405 -0.2 0.1 0.1 0.06
H 7.738 -18.320 1.263 0.2 -0.1 -0.2 0.05
H 8.286 -17.715 2.823 0.4 -0.4 -0.4 0.10
C 8.512 -17.368 -1.628 0.0 0.0 -1.2 -0.01
C 8.537 -17.234 -3.170 -0.7 0.3 1.4 -0.49
O 8.448 -18.200 -3.876 0.2 -0.6 -0.9 0.05
C 8.494 -15.808 -3.713 1.1 -0.7 -0.7 -0.02
H 8.303 -18.404 -1.319 -0.1 0.6 -0.3 0.04
H 7.678 -16.673 -1.439 0.4 -0.1 0.9 0.09
H 9.473 -17.067 -1.194 -0.4 0.4 0.0 0.08
H 8.756 -15.850 -4.779 -0.2 0.0 0.2 0.08
H 9.296 -15.274 -3.209 -0.1 0.4 0.1 0.07
H 7.547 -15.288 -3.618 -0.2 -0.1 0.4 0.08
C 8.075 -25.341 -5.543 -1.5 -0.6 1.9 -0.01
C 6.638 -24.788 -5.655 0.2 -0.8 -1.5 -0.45
O 6.266 -23.751 -5.165 0.2 -0.3 0.3 0.05
C 5.742 -25.574 -6.658 0.1 0.4 0.8 -0.02
H 8.101 -26.422 -5.760 0.1 0.6 -0.2 0.09
H 8.425 -25.205 -4.503 -0.1 0.1 -0.5 0.06
H 8.673 -24.767 -6.199 0.8 0.5 -0.8 0.07
H 4.806 -25.017 -6.766 0.1 -0.2 -0.1 0.08
H 5.531 -26.597 -6.298 0.1 0.4 0.0 0.08
H 6.266 -25.674 -7.620 -0.1 0.1 0.3 0.08
C 3.064 -22.905 -3.912 0.4 -1.0 0.3 0.00
C 2.827 -24.363 -3.393 -0.4 0.2 -0.9 -0.45
O 1.754 -24.923 -3.499 0.3 0.4 0.0 0.04
C 3.982 -25.098 -2.735 0.7 1.6 0.6 -0.02
H 2.208 -22.258 -3.977 -0.8 -0.2 0.2 0.07
H 3.501 -22.864 -4.919 0.2 -0.5 0.3 0.08
H 3.767 -22.448 -3.237 0.4 0.3 0.2 0.04
H 4.104 -26.120 -3.047 -0.4 -0.5 -0.1 0.08
H 3.819 -25.015 -1.640 0.0 -0.3 -0.5 0.08
H 4.948 -24.591 -2.876 -0.4 -0.1 -0.2 0.04
C 12.276 -28.442 -0.260 0.2 -0.2 -0.1 -0.04
C 11.073 -28.188 0.636 0.0 0.0 1.7 -0.48
O 9.883 -28.128 0.369 1.4 0.0 -0.6 0.02
C 11.448 -28.090 2.165 0.1 0.1 -1.0 -0.03
H 13.087 -27.669 -0.094 -1.1 -0.9 -0.1 0.10
H 12.038 -28.524 -1.338 0.0 0.1 0.6 0.08
H 12.664 -29.436 0.103 -0.2 0.9 -0.4 0.10
H 10.712 -28.725 2.675 0.0 0.7 0.1 0.08
H 11.390 -26.996 2.384 -0.1 -1.0 0.3 0.08
H 12.455 -28.476 2.434 -0.5 0.4 -0.4 0.08
C 2.319 -22.093 1.596 0.0 0.3 0.3 -0.02
C 2.615 -23.136 0.567 1.6 -0.1 -0.5 -0.51
O 3.771 -23.499 0.390 -0.4 0.0 0.4 0.03
C 1.563 -23.645 -0.313 -1.5 0.0 -0.1 -0.01
H 2.317 -22.667 2.535 0.1 0.5 0.1 0.10
H 1.385 -21.521 1.507 0.0 -0.6 -0.2 0.09
H 3.123 -21.351 1.541 0.0 -0.4 0.4 0.05
H 1.866 -24.503 -0.922 -0.2 0.2 0.4 0.07
H 1.393 -22.778 -0.963 -0.3 -0.1 -0.3 0.11
H 0.606 -23.796 0.239 0.6 -0.1 -0.5 0.11
C 11.675 -22.902 0.593 1.1 -0.6 0.4 -0.01
C 11.213 -24.299 0.240 -0.5 0.2 1.0 -0.46
O 11.937 -25.273 0.139 -0.3 0.7 -0.2 0.05
C 9.685 -24.382 0.117 1.5 -1.2 0.8 0.01
H 11.175 -22.585 1.520 0.2 -0.2 -0.2 0.08
H 11.338 -22.229 -0.164 -0.3 0.6 -0.6 0.06
H 12.774 -22.815 0.673 -0.5 -0.1 0.1 0.09
H 9.159 -23.641 0.707 0.1 0.1 0.0 0.06
H 9.434 -25.412 0.417 -0.3 0.4 -0.4 0.08
H 9.530 -24.223 -0.922 -0.7 0.0 -1.1 0.06
C 11.777 -21.092 -7.656 0.1 0.2 -0.8 -0.02
C 10.449 -20.826 -7.019 0.2 0.2 1.1 -0.48
O 10.282 -21.135 -5.850 -0.2 0.1 -0.7 0.05
C 9.370 -20.121 -7.801 -0.5 -2.5 -1.2 0.00
H 11.695 -21.719 -8.531 -0.2 -0.5 -0.2 0.09
H 12.476 -21.501 -6.973 0.4 -0.8 0.8 0.07
H 12.299 -20.234 -8.054 -0.3 0.8 -0.1 0.08
H 8.997 -19.280 -7.309 -0.2 1.6 0.7 0.06
H 8.492 -20.795 -7.890 0.4 0.1 0.4 0.09
H 9.613 -19.990 -8.851 0.4 0.6 0.0 0.08
C 5.951 -20.522 -5.277 0.4 -0.4 0.3 -0.02
C 5.039 -19.507 -5.828 -2.7 1.3 -0.6 -0.46
O 3.802 -19.614 -5.809 2.3 0.0 0.1 0.04
C 5.717 -18.257 -6.403 -0.9 -0.7 0.0 0.00
H 6.785 -20.769 -5.922 0.1 0.1 -0.3 0.08
H 5.448 -21.432 -5.018 -0.4 -0.4 0.1 0.05
H 6.405 -20.110 -4.383 0.2 0.2 0.3 0.07
H 5.042 -17.476 -6.771 -0.1 -0.5 0.0 0.09
H 6.346 -18.646 -7.190 0.4 0.3 -0.4 0.07
H 6.332 -17.840 -5.637 0.8 0.3 0.5 0.05
C 6.824 -26.434 -0.004 -0.9 -0.1 1.0 -0.03
C 6.975 -26.342 -1.480 0.6 -0.3 -0.8 -0.48
O 7.145 -25.257 -2.019 -0.2 -1.1 0.1 0.02
C 7.090 -27.692 -2.242 0.4 1.2 1.2 0.00
H 5.880 -26.967 0.235 0.3 0.2 -0.3 0.10
H 6.660 -25.383 0.325 0.7 -0.8 0.4 0.08
H 7.606 -27.082 0.502 -0.5 1.2 -0.6 0.10
H 6.542 -27.708 -3.173 -0.1 0.1 -0.2 0.07
H 6.835 -28.529 -1.570 0.2 0.3 -0.5 0.08
H 8.171 -27.652 -2.439 -0.2 -0.7 -0.2 0.09
C 11.996 -19.580 -3.081 -0.3 -0.4 -0.1 -0.02
C 12.696 -18.820 -4.176 0.6 -0.9 0.6 -0.51
O 13.914 -18.768 -4.186 -0.4 0.4 -0.2 0.05
C 11.850 -18.315 -5.285 -0.7 1.0 -0.2 -0.01
H 11.358 -20.341 -3.581 0.3 0.3 0.4 0.07
H 11.355 -18.975 -2.424 0.1 0.0 -0.4 0.08
H 12.777 -20.045 -2.492 0.0 -0.2 0.3 0.08
H 10.784 -18.372 -5.010 0.3 -0.5 -0.4 0.07
H 12.103 -18.860 -6.224 -0.2 0.7 0.7 0.09
H 12.008 -17.226 -5.342 0.3 -0.4 -0.5 0.09
C 11.431 -24.249 -3.683 -1.2 -0.3 -1.3 -0.02
C 12.882 -24.271 -4.038 0.4 -1.2 -1.8 -0.48
O 13.243 -24.755 -5.118 -0.4 0.8 1.6 0.04
C 13.880 -23.722 -3.067 0.2 -0.6 -0.8 -0.01
H 11.108 -23.238 -3.402 0.0 -0.3 0.2 0.07
H 11.167 -24.999 -2.936 0.3 0.3 0.5 0.08
H 10.848 -24.593 -4.583 0.6 0.7 0.7 0.09
H 14.836 -24.174 -3.353 0.0 0.6 0.1 0.09
H 13.646 -24.031 -2.073 -0.3 -0.1 0.9 0.06
H 13.840 -22.638 -3.129 0.3 0.2 0.0 0.08
C 6.046 -21.776 1.904 -0.1 1.8 -0.1 -0.02
C 7.278 -22.433 2.391 -0.4 -1.0 1.0 -0.51
O 8.384 -21.988 2.228 0.8 0.4 -0.4 0.04
C 7.078 -23.675 3.250 -1.2 0.1 0.4 -0.02
H 6.199 -20.682 1.946 0.3 -0.4 -0.6 0.08
H 5.240 -21.877 2.622 -0.4 -0.8 -0.3 0.08
H 5.792 -22.060 0.866 -0.2 0.0 0.8 0.07
H 7.995 -24.243 3.330 0.2 -0.1 0.0 0.07
H 6.229 -24.316 2.868 0.9 0.7 0.5 0.09
H 6.800 -23.292 4.285 0.2 -0.5 -1.2 0.11
C 4.775 -18.686 -1.924 -0.9 -0.7 0.5 0.01
C 4.604 -19.007 -0.425 0.6 -1.0 -0.3 -0.43
O 4.160 -20.081 -0.049 0.0 0.8 -0.4 0.03
C 5.095 -17.979 0.536 0.4 0.0 -0.8 -0.01
H 4.013 -19.277 -2.450 0.0 0.4 0.0 0.09
H 5.723 -19.027 -2.331 0.4 0.0 0.4 0.06
H 4.666 -17.625 -2.123 -0.1 0.1 -0.1 0.08
H 4.986 -18.185 1.564 -0.4 -0.7 1.1 0.08
H 4.605 -17.070 0.307 -0.6 1.2 -0.2 0.08
H 6.144 -17.789 0.367 0.4 0.0 -0.4 0.05
C 13.808 -16.606 -1.617 -1.5 0.0 1.0 -0.01
C 12.896 -16.073 -2.710 1.6 -0.2 -0.2 -0.49
O 11.748 -16.414 -2.792 -1.0 0.1 -0.1 0.06
C 13.573 -15.201 -3.752 0.9 0.0 -0.8 -0.02
H 14.735 -16.932 -2.006 1.1 -0.1 -0.6 0.06
H 13.334 -17.506 -1.157 0.2 0.9 -0.1 0.09
H 13.971 -15.807 -0.858 -0.1 -0.6 -0.4 0.10
H 14.270 -14.463 -3.332 -0.3 -0.2 0.2 0.08
H 12.881 -14.674 -4.407 -0.2 -0.1 0.2 0.08
H 14.242 -15.821 -4.426 -0.8 0.2 0.8 0.11
C 6.176 -22.148 -1.728 -0.3 0.6 1.1 -0.01
C 7.435 -21.344 -1.848 0.6 -0.6 -0.5 -0.46
O 7.607 -20.302 -1.267 -0.2 0.6 0.8 0.03
C 8.505 -21.848 -2.804 -0.9 -0.8 0.2 0.01
H 6.332 -23.068 -1.144 0.1 0.2 -0.3 0.08
H 5.880 -22.441 -2.703 -0.3 -0.5 -1.1 0.04
H 5.367 -21.552 -1.266 0.5 -0.3 -0.2 0.07
H 8.292 -21.397 -3.770 0.0 0.0 -0.3 0.07
H 8.403 -22.945 -2.908 0.3 0.5 0.0 0.07
H 9.496 -21.524 -2.511 0.1 0.0 0.2 0.06
```
Positions in Å, forces in eV/Å.

The orbital gap comes out at 9.7 eV. The largest force on an atom is 3.0 eV/A. Its total energy is -3090.3087 hartree. Its total charge is 0. For the highest occupied orbital energy, the calculation gives -9.2 eV.